[1]
{"formula": "CH4ClNOS2", "method": "wB97M-V/def2-TZVPD", "species": ["C", "N", "O", "S", "S", "Cl", "H", "H", "H", "H"], "coordinates": [[0.652175, -0.271078, -1.071487], [0.038300, 0.880006, 1.156572], [-0.586748, -1.522064, 0.899485], [-2.400588, -0.028913, -0.737926], [-0.692276, -0.274415, 0.178546], [2.231831, -0.290891, -0.383584], [0.384001, -1.151552, -1.644951], [0.563027, 0.568805, -1.815048], [-0.376166, 1.745485, 1.348874], [0.186445, 0.344617, 2.069516]], "atomic_forces_ev_per_a": [[-1.41, 0.64, -1.54], [0.17, -2.63, 1.93], [0.32, 0.22, 0.24], [1.26, 0.64, 0.69], [0.13, -0.05, -0.97], [0.52, -0.34, 0.09], [0.45, -0.46, 0.02], [-0.14, -0.50, 1.17], [-1.15, 1.36, -0.10], [-0.14, 1.11, -1.53]], "nbo_charge": [-0.6581, -1.0503, -0.9327, -0.4179, 1.7061, 0.0296, 0.2455, 0.2522, 0.4067, 0.4190], "max_force_ha_per_bohr": 0.064, "e_tot_ev": -38830.870, "homo_lumo_gap_ev": 10.07, "smiles": "N[S@@](=O)(=S)CCl"}



[2]
{"formula": "C4H8O2", "method": "wB97M-V/def2-TZVPD", "species": ["C", "C", "O", "C", "C", "O", "H", "H", "H", "H", "H", "H", "H", "H"], "coordinates": [[-0.878407, -0.893499, 0.230229], [-1.336224, 0.436642, 0.021478], [-0.367694, 1.348320, -0.412707], [0.859331, 1.143124, 0.253255], [1.346767, -0.279749, 0.024206], [0.375188, -1.244662, 0.461108], [-1.602698, -1.626410, 0.571846], [-0.908689, -1.454942, -1.447447], [-1.410814, -0.491897, -1.041454], [-2.164522, 0.824063, 0.605939], [0.749388, 1.336919, 1.330559], [1.583969, 1.847772, -0.166087], [2.256427, -0.500460, 0.586155], [1.507885, -0.460264, -1.045635]], "atomic_forces_ev_per_a": [[-0.24, 0.18, 0.05], [0.11, -0.09, 0.24], [-0.16, 0.02, 0.00], [0.28, -0.09, 0.10], [0.13, 0.13, -0.09], [-0.01, -0.05, 0.04], [0.07, 0.13, -0.06], [-0.01, 0.11, 0.08], [0.00, -0.25, -0.21], [0.04, -0.04, -0.10], [-0.02, -0.02, -0.14], [-0.07, -0.10, 0.07], [-0.11, 0.05, -0.10], [-0.02, 0.05, 0.13]], "nbo_charge": [0.2240, -0.3102, -0.5072, -0.1004, -0.1124, -0.4671, 0.2352, -0.2680, 0.3095, 0.2105, 0.1752, 0.2011, 0.2052, 0.2044], "max_force_ha_per_bohr": 0.006, "e_tot_ev": -8366.688, "homo_lumo_gap_ev": 8.27}



[3]
{"formula": "C39H84BrO15PS2", "method": "wB97M-V/def2-TZVPD", "species": ["C", "C", "S", "C", "C", "C", "Br", "C", "C", "C", "C", "C", "C", "C", "C", "O", "O", "C", "O", "C", "P", "S", "C", "C", "O", "H", "H", "H", "H", "H", "H", "H", "H", "H", "H", "H", "H", "H", "H", "H", "H", "H", "H", "C", "C", "O", "H", "H", "H", "H", "H", "H", "C", "C", "O", "H", "H", "H", "H", "H", "H", "C", "C", "O", "H", "H", "H", "H", "H", "H", "C", "C", "O", "H", "H", "H", "H", "H", "H", "C", "C", "O", "H", "H", "H", "H", "H", "H", "C", "C", "O", "H", "H", "H", "H", "H", "H", "C", "C", "O", "H", "H", "H", "H", "H", "H", "C", "C", "O", "H", "H", "H", "H", "H", "H", "C", "C", "O", "H", "H", "H", "H", "H", "H", "C", "C", "O", "H", "H", "H", "H", "H", "H", "C", "C", "O", "H", "H", "H", "H", "H", "H"], "coordinates": [[-2.815087, -1.740300, 2.402992], [-1.908202, -1.474940, 1.188805], [-0.460473, -0.511643, 1.674318], [0.583668, -0.152614, 0.175843], [0.410924, -1.184293, -0.915022], [-0.585212, -1.012011, -1.830947], [-1.725878, 0.523234, -1.769930], [-0.802114, -1.904580, -2.838679], [0.011564, -2.979221, -2.912818], [1.042816, -3.199618, -1.999141], [1.263439, -2.280366, -0.986228], [2.389577, -2.451696, 0.005095], [1.995272, -3.262867, 1.247101], [3.125726, -3.073866, 2.303852], [2.870524, -1.855316, 3.170975], [3.050188, -0.719192, 2.795137], [2.420540, -2.102115, 4.452334], [1.854404, -4.430363, -2.179124], [2.689067, -4.832299, -1.376160], [1.642603, -5.297380, -3.388309], [2.787378, -6.702389, -3.613711], [4.436434, -6.049784, -4.418282], [0.659306, -5.076441, -4.248235], [-0.245390, -3.913415, -4.059251], [-1.151868, -3.719679, -4.848501], [-3.753943, -2.175779, 2.055106], [-2.343623, -2.454989, 3.077306], [-3.017741, -0.795485, 2.902482], [-1.619790, -2.431456, 0.771127], [-2.530933, -0.983484, 0.437737], [1.599530, -0.131801, 0.557422], [0.311680, 0.848839, -0.140084], [-1.599829, -1.723573, -3.546181], [2.749559, -1.476595, 0.328296], [3.241503, -2.904729, -0.498994], [1.033498, -2.974771, 1.670034], [2.031035, -4.319314, 0.972827], [4.029570, -2.854173, 1.729366], [3.341368, -3.988076, 2.859993], [2.943247, -2.848975, 4.768882], [2.969372, -7.334739, -2.369858], [2.064760, -7.611207, -4.412381], [0.517263, -5.742768, -5.093319], [4.297737, 0.245356, -4.163348], [4.082639, 0.507617, -2.686452], [3.327721, -0.546364, -2.086461], [3.337996, 0.151002, -4.676611], [4.866621, 1.052704, -4.624462], [4.838273, -0.688774, -4.313142], [3.524567, 1.431311, -2.536844], [5.042765, 0.596194, -2.168880], [3.826969, -1.359635, -2.212676], [-3.485639, 1.458876, -6.417399], [-3.347161, 0.928431, -5.002327], [-2.860743, -0.412927, -5.019900], [-4.167221, 0.831483, -6.994162], [-3.864953, 2.482153, -6.415819], [-2.521996, 1.443267, -6.932489], [-4.312132, 0.924150, -4.497309], [-2.657050, 1.547621, -4.421927], [-2.004026, -0.404449, -5.458658], [6.826109, -4.933659, -7.593296], [5.745199, -4.277953, -8.430476], [4.570963, -5.083591, -8.462002], [7.073773, -5.918191, -7.991610], [7.732813, -4.325493, -7.570650], [6.475383, -5.077986, -6.569803], [6.078738, -4.149091, -9.459526], [5.489900, -3.292290, -8.025446], [4.267352, -5.191489, -7.553483], [8.282756, 0.757426, -6.240616], [8.051227, 0.994364, -4.759680], [7.305325, -0.073425, -4.179952], [7.330521, 0.657191, -6.763035], [8.843665, 1.580147, -6.686761], [8.838255, -0.169832, -6.400933], [7.479613, 1.908600, -4.603652], [9.005497, 1.090351, -4.231502], [7.810092, -0.882905, -4.304065], [-3.974540, 0.542116, 7.236892], [-4.160244, -0.329336, 6.009661], [-2.907338, -0.595657, 5.384942], [-3.497587, 1.485558, 6.965453], [-4.933183, 0.757321, 7.714845], [-3.323673, 0.048788, 7.960452], [-4.790950, 0.169342, 5.273919], [-4.632314, -1.280612, 6.280075], [-2.353601, -1.045949, 6.030449], [-7.041222, 2.835410, -8.135786], [-6.556470, 3.708887, -9.276780], [-5.136835, 3.655081, -9.382951], [-6.594815, 3.157661, -7.194293], [-8.127799, 2.874458, -8.041986], [-6.742872, 1.796323, -8.295670], [-6.833149, 4.748633, -9.108946], [-6.996377, 3.384170, -10.225801], [-4.895224, 2.737883, -9.541358], [-2.269846, -6.541518, 0.035113], [-2.226743, -5.144793, -0.556400], [-1.150208, -4.388490, -0.008432], [-2.379584, -6.491909, 1.119010], [-3.100698, -7.116670, -0.376637], [-1.339263, -7.077088, -0.171301], [-3.146480, -4.605898, -0.331969], [-2.110750, -5.191588, -1.645600], [-0.332081, -4.853172, -0.211076], [0.793872, -0.310369, 9.963959], [-0.327560, 0.358934, 9.191827], [-1.537657, -0.393234, 9.287462], [0.966245, -1.318886, 9.586478], [1.720653, 0.259162, 9.881226], [0.534190, -0.401222, 11.021689], [-0.074407, 0.429577, 8.135068], [-0.506210, 1.369590, 9.572527], [-1.773446, -0.450381, 10.218117], [0.216763, 3.834665, 4.259258], [0.043488, 2.984657, 3.014180], [1.302370, 2.726517, 2.389406], [0.695038, 4.783346, 4.010543], [-0.746000, 4.039251, 4.731200], [0.862508, 3.330372, 4.983195], [-0.582615, 3.497709, 2.284753], [-0.427368, 2.029017, 3.260510], [1.854653, 2.260662, 3.025164], [-1.413389, 8.443856, 5.481073], [-1.471444, 7.078083, 4.820207], [-2.149902, 6.133892, 5.647367], [-0.904488, 8.377828, 6.444559], [-0.882586, 9.160788, 4.851291], [-2.417170, 8.822585, 5.672179], [-0.467271, 6.694411, 4.651030], [-1.985861, 7.135171, 3.854852], [-3.051548, 6.447787, 5.798809], [-5.422456, 8.641802, 8.804189], [-5.521235, 7.815810, 7.536169], [-4.235531, 7.644423, 6.936729], [-4.991239, 9.619949, 8.588617], [-6.404909, 8.782528, 9.256741], [-4.769955, 8.154728, 9.532692], [-6.155069, 8.312802, 6.803772], [-5.948204, 6.831079, 7.749756], [-3.671747, 7.196295, 7.578121]], "atomic_forces_ev_per_a": [[0.58, 0.24, -0.40], [-0.78, -0.43, -0.47], [0.32, 0.12, 0.33], [-0.57, -0.42, 0.27], [0.54, 1.41, 1.57], [-0.73, 0.83, -0.02], [0.18, -0.23, -0.06], [-1.00, 0.75, -0.42], [0.30, -1.58, -1.04], [0.21, -0.61, -0.45], [0.54, -0.47, 0.32], [-0.33, 0.57, 0.01], [1.12, -0.30, 0.18], [0.17, 0.29, -0.45], [0.43, 0.83, 0.06], [-0.57, -1.09, 0.28], [0.55, 0.25, -0.56], [0.70, -0.39, 0.42], [-0.46, 0.09, -0.32], [-0.19, -0.40, 0.61], [0.77, 0.95, -0.24], [0.02, -0.22, -0.05], [0.00, -0.05, -0.01], [-0.35, 0.28, -0.53], [0.35, -0.20, 0.31], [0.03, 0.04, -0.02], [-0.05, 0.22, 0.22], [-0.09, -0.20, 0.30], [0.27, -0.05, -0.11], [0.31, 0.29, 0.02], [-0.12, 0.10, 0.05], [0.10, -0.07, -0.22], [0.01, -0.21, -0.09], [-0.16, -0.01, -0.06], [-0.08, -0.23, 0.21], [-0.09, -0.07, -0.22], [-0.46, 0.02, 0.06], [0.07, -0.01, 0.17], [-0.34, 0.12, 0.23], [-0.41, -0.27, 0.12], [-0.39, 0.01, -0.15], [-0.15, 0.05, 0.27], [-0.33, 0.22, -0.06], [-0.29, -0.02, -0.07], [0.19, -0.24, -0.14], [-0.10, 0.20, 0.02], [-0.04, 0.11, 0.06], [0.05, -0.06, -0.02], [0.13, 0.08, 0.00], [-0.09, -0.08, 0.11], [0.02, 0.13, -0.06], [0.02, -0.01, -0.02], [-0.11, 0.04, 0.00], [0.37, -0.06, -0.36], [-0.20, -0.04, 0.17], [-0.05, 0.01, 0.06], [0.04, 0.01, -0.07], [0.02, 0.10, 0.05], [0.04, -0.16, 0.06], [-0.13, 0.13, 0.02], [-0.01, -0.04, -0.05], [0.08, -0.01, -0.01], [-0.16, -0.14, 0.36], [0.00, 0.05, -0.19], [0.01, 0.03, -0.06], [-0.01, 0.00, 0.03], [0.04, 0.07, 0.05], [-0.12, -0.04, -0.04], [0.14, 0.07, -0.07], [0.02, -0.05, 0.02], [-0.06, 0.02, -0.03], [0.17, -0.35, -0.11], [0.02, 0.12, 0.08], [-0.01, 0.06, 0.02], [0.02, -0.03, -0.01], [0.08, 0.05, 0.01], [-0.06, -0.06, 0.10], [0.01, 0.17, -0.04], [0.01, -0.02, 0.02], [-0.06, 0.02, 0.04], [0.26, -0.05, 0.26], [-0.12, 0.06, -0.09], [-0.06, 0.01, -0.06], [0.01, 0.00, 0.00], [-0.10, 0.01, -0.01], [0.09, -0.06, -0.11], [-0.15, 0.07, 0.00], [0.05, 0.03, 0.01], [-0.04, 0.02, 0.06], [0.13, -0.40, 0.01], [-0.01, 0.25, 0.01], [-0.03, 0.06, -0.01], [0.01, -0.04, 0.01], [-0.08, -0.02, -0.04], [0.13, 0.04, -0.04], [-0.15, 0.09, 0.04], [0.06, 0.00, 0.00], [-0.03, 0.01, 0.05], [0.30, -0.23, -0.03], [-0.12, -0.04, 0.02], [-0.06, 0.03, -0.01], [0.03, -0.02, -0.01], [-0.04, -0.03, -0.08], [0.08, 0.12, 0.00], [-0.17, 0.00, -0.02], [0.06, 0.03, 0.06], [0.01, -0.06, -0.03], [-0.04, -0.07, 0.35], [0.12, -0.05, -0.14], [0.02, 0.03, -0.06], [0.00, 0.00, 0.03], [0.04, 0.09, 0.01], [-0.13, -0.02, -0.03], [0.11, 0.06, -0.10], [-0.02, -0.03, 0.01], [-0.05, 0.03, -0.03], [0.34, -0.19, 0.33], [-0.13, 0.14, -0.23], [-0.03, 0.00, -0.05], [0.04, 0.02, 0.05], [-0.08, -0.06, 0.02], [0.09, -0.04, -0.10], [-0.17, 0.08, -0.01], [0.00, -0.11, -0.04], [0.04, 0.06, -0.03], [-0.43, 0.12, 0.23], [0.18, -0.18, 0.04], [0.07, -0.02, -0.05], [0.01, -0.01, 0.02], [-0.01, 0.02, -0.07], [-0.04, -0.11, 0.02], [0.13, 0.08, -0.07], [0.08, 0.10, -0.19], [0.05, 0.06, -0.03], [0.16, -0.12, 0.25], [-0.15, -0.03, -0.05], [-0.06, 0.01, -0.04], [0.02, -0.02, 0.02], [-0.08, -0.05, 0.03], [0.10, -0.04, -0.10], [-0.13, 0.05, -0.01], [0.06, 0.09, 0.03]], "mulliken_charge": [-1.5148, 0.8400, -0.1083, -1.8007, -0.2282, 0.8172, -0.1936, -1.2396, 0.6162, -1.3994, 1.8436, -2.7061, -0.0463, -1.0391, 0.4257, -0.4894, -0.4385, 1.4112, -0.7370, 0.1026, 0.2152, -0.4051, -0.6808, 0.4021, -0.6308, 0.4974, 0.2703, 0.3556, -0.5776, 0.2314, 0.1542, 1.0386, 0.9126, 1.0468, 0.9484, 0.0297, 0.4298, 0.2692, 0.6358, 0.3230, 0.0652, 0.0846, 0.4104, -1.1224, -0.3652, -0.3548, 0.3354, 0.3012, 0.3171, 0.3462, 0.2836, 0.1204, -1.0341, -0.2310, -0.4143, 0.2351, 0.3361, 0.3722, 0.3013, 0.1750, 0.2593, -0.8302, -0.2071, -0.5065, 0.2552, 0.3148, 0.1658, 0.2897, 0.2221, 0.2647, -1.0301, -0.2739, -0.4308, 0.2612, 0.3475, 0.3155, 0.3001, 0.2882, 0.2517, -0.7657, -0.3185, -0.3758, 0.2258, 0.3623, 0.1021, 0.2940, 0.3015, 0.2191, -0.9270, -0.2374, -0.5129, 0.2159, 0.3478, 0.2911, 0.2866, 0.2468, 0.2899, -1.2820, -0.1401, -0.2667, 0.2991, 0.3927, 0.3291, 0.3711, 0.1471, 0.0950, -1.0807, -0.1759, -0.5132, 0.2809, 0.3372, 0.3424, 0.2640, 0.2607, 0.2607, -0.9550, 0.0337, -0.5013, 0.2020, 0.2795, 0.3553, 0.2367, 0.0709, 0.2893, -1.0412, -0.0339, -0.5002, 0.2859, 0.3600, 0.2233, 0.1771, 0.2655, 0.3228, -1.0548, -0.3283, -0.4520, 0.2730, 0.3549, 0.3402, 0.2850, 0.2690, 0.2749], "max_force_ha_per_bohr": 0.042, "e_tot_ev": -173516.867, "homo_lumo_gap_ev": 6.40, "smiles": "CCSCc1c(Br)cc2c(c1CCCC(=O)O)C(=O)C([PH2]=S)=CC2=O.CCO.CCO.CCO.CCO.CCO.CCO.CCO.CCO.CCO.CCO.CCO"}